i | The following is a DFT calculation (ωB97M-V with the def2-TZVPD basis set) of 22 unconnected molecules or ions with the total composition C22H88N44O22.

Computed properties:
E_HOMO   -9.07 eV

Geometry (Å):
1 C 4.462 -2.581 0.397
2 O 4.891 -3.419 1.116
3 N 4.269 -2.798 -0.938
4 N 3.988 -1.397 0.791
5 H 3.724 -2.148 -1.434
6 H 4.488 -3.617 -1.402
7 H 4.251 -1.145 1.778
8 H 3.435 -0.785 0.298
9 C 1.592 -6.144 -0.350
10 O 1.189 -5.130 -1.014
11 N 2.889 -6.152 0.063
12 N 0.810 -7.168 -0.118
13 H 3.168 -6.728 0.818
14 H 3.364 -5.240 -0.013
15 H 1.014 -7.768 0.678
16 H -0.159 -7.071 -0.352
17 C 5.398 -1.022 5.314
18 O 5.194 -1.812 6.184
19 N 6.642 -0.519 4.979
20 N 4.397 -0.500 4.487
21 H 6.697 0.285 4.334
22 H 7.285 -0.653 5.729
23 H 4.520 0.466 4.242
24 H 3.460 -0.549 4.840
25 C -2.010 1.295 5.889
26 O -2.625 1.327 4.841
27 N -1.159 2.321 6.180
28 N -2.115 0.259 6.819
29 H -1.250 3.224 5.664
30 H -0.825 2.454 7.162
31 H -2.612 -0.600 6.538
32 H -1.326 0.056 7.442
33 C 2.145 0.486 -4.580
34 O 1.628 1.135 -5.520
35 N 2.903 1.031 -3.585
36 N 1.852 -0.853 -4.425
37 H 3.016 0.448 -2.720
38 H 3.228 1.979 -3.598
39 H 1.110 -1.125 -5.024
40 H 1.889 -1.208 -3.497
41 C -1.917 6.615 -2.573
42 O -2.239 5.453 -2.898
43 N -2.708 7.416 -1.859
44 N -0.726 7.159 -2.944
45 H -2.491 8.312 -1.501
46 H -3.661 7.130 -1.620
47 H -0.601 8.175 -2.602
48 H 0.068 6.498 -2.945
49 C 0.837 -1.379 -1.025
50 O 1.880 -1.528 -1.689
51 N -0.032 -0.283 -1.142
52 N 0.357 -2.305 -0.099
53 H 0.505 0.425 -1.648
54 H -0.370 0.049 -0.216
55 H 0.794 -3.222 0.080
56 H -0.405 -2.043 0.465
57 C 2.039 -4.666 2.985
58 O 1.100 -5.426 3.326
59 N 3.373 -4.989 3.064
60 N 1.723 -3.461 2.479
61 H 3.590 -5.847 3.597
62 H 4.119 -4.475 2.624
63 H 0.715 -3.279 2.371
64 H 2.402 -2.820 2.182
65 C 1.842 3.449 -0.617
66 O 2.422 2.433 -0.213
67 N 0.510 3.559 -0.546
68 N 2.482 4.629 -1.086
69 H 0.122 4.485 -0.399
70 H 0.059 2.784 -0.022
71 H 1.952 5.130 -1.825
72 H 3.441 4.569 -1.361
73 C 0.078 0.905 2.113
74 O -0.611 1.476 1.275
75 N 1.454 0.531 2.000
76 N -0.484 0.465 3.254
77 H 2.094 0.986 1.338
78 H 1.810 -0.058 2.672
79 H 0.012 0.080 4.058
80 H -1.505 0.678 3.417
81 C -3.785 4.444 0.646
82 O -2.718 4.859 1.163
83 N -4.812 3.987 1.370
84 N -3.974 4.422 -0.737
85 H -4.649 4.320 2.290
86 H -5.744 3.994 1.104
87 H -3.158 4.628 -1.250
88 H -4.604 3.762 -1.233
89 C -3.276 -2.175 -3.396
90 O -4.322 -2.208 -2.734
91 N -2.111 -1.651 -2.870
92 N -3.175 -2.880 -4.630
93 H -1.275 -1.618 -3.443
94 H -1.977 -1.852 -1.888
95 H -2.278 -2.808 -5.129
96 H -4.019 -3.068 -5.232
97 C 1.416 4.252 -4.061
98 O 1.228 5.329 -3.488
99 N 2.602 3.876 -4.609
100 N 0.319 3.476 -4.293
101 H 3.401 4.482 -4.452
102 H 2.643 3.106 -5.307
103 H 0.401 2.489 -4.581
104 H -0.405 3.789 -3.706
105 C 3.806 3.119 3.765
106 O 4.483 2.054 3.629
107 N 3.782 3.793 4.915
108 N 3.149 3.635 2.693
109 H 4.346 3.369 5.624
110 H 3.439 4.661 5.115
111 H 3.306 3.095 1.871
112 H 2.747 4.576 2.679
113 C 0.357 -3.749 -4.288
114 O -0.168 -3.006 -5.107
115 N -0.398 -4.719 -3.792
116 N 1.650 -3.675 -3.824
117 H -0.115 -5.153 -2.900
118 H -1.331 -4.745 -4.135
119 H 2.228 -3.013 -4.206
120 H 1.979 -3.914 -2.893
121 C -2.283 -3.871 2.619
122 O -1.471 -3.032 2.345
123 N -3.631 -3.655 2.380
124 N -1.995 -5.107 3.058
125 H -3.769 -3.011 1.569
126 H -4.253 -4.464 2.506
127 H -2.550 -5.771 3.595
128 H -0.983 -5.249 3.134
129 C 0.844 -1.987 5.618
130 O 1.019 -0.731 5.629
131 N -0.330 -2.522 5.230
132 N 1.820 -2.751 6.032
133 H -0.882 -1.826 4.755
134 H -0.432 -3.446 4.880
135 H 2.711 -2.319 6.123
136 H 1.767 -3.755 5.868
137 C -2.122 -5.590 -1.427
138 O -1.284 -6.491 -1.353
139 N -2.280 -4.725 -0.368
140 N -3.027 -5.729 -2.479
141 H -2.913 -3.924 -0.295
142 H -1.441 -4.643 0.139
143 H -2.565 -6.273 -3.271
144 H -3.595 -4.939 -2.847
145 C -4.516 1.845 -3.293
146 O -5.097 2.066 -2.211
147 N -4.015 2.875 -4.011
148 N -4.508 0.604 -3.879
149 H -3.601 2.853 -4.923
150 H -4.135 3.800 -3.694
151 H -5.048 -0.165 -3.414
152 H -4.256 0.521 -4.880
153 C -3.549 -0.476 0.022
154 O -3.036 -1.614 0.105
155 N -4.761 -0.363 -0.594
156 N -3.168 0.670 0.625
157 H -4.796 -0.984 -1.436
158 H -5.149 0.611 -0.657
159 H -2.400 0.628 1.289
160 H -3.459 1.602 0.405
161 C -1.481 0.829 -6.373
162 O -2.609 1.243 -6.093
163 N -0.648 1.573 -7.129
164 N -1.109 -0.419 -5.923
165 H 0.298 1.429 -6.894
166 H -0.993 2.549 -7.172
167 H -0.407 -1.017 -6.367
168 H -1.899 -0.915 -5.483
169 C 0.506 5.838 2.556
170 O 1.666 5.965 2.890
171 N -0.149 4.677 2.635
172 N -0.171 6.922 1.955
173 H -1.087 4.654 2.171
174 H 0.375 3.811 2.752
175 H 0.176 7.739 2.331
176 H -1.165 6.927 2.084

ii | The following is a DFT calculation (ωB97M-V with the def2-TZVPD basis set) of 22 unconnected molecules or ions with the total composition C22H88N44O22.

Computed properties:
E_HOMO   -8.97 eV

Geometry (Å):
1 C -3.870 -0.917 6.137
2 O -3.822 -2.048 6.538
3 N -2.752 -0.198 5.696
4 N -5.010 -0.286 5.783
5 H -2.673 0.788 5.458
6 H -1.944 -0.762 5.692
7 H -4.850 0.687 5.573
8 H -5.679 -0.391 6.577
9 C -0.729 2.421 5.692
10 O -1.781 2.742 6.194
11 N -0.395 2.692 4.435
12 N 0.130 1.751 6.490
13 H 0.423 2.135 4.100
14 H -1.108 2.944 3.765
15 H 0.786 1.087 6.181
16 H -0.346 1.485 7.337
17 C -1.626 5.602 -0.039
18 O -2.577 5.419 0.679
19 N -0.739 6.601 0.092
20 N -1.322 4.911 -1.224
21 H -0.232 6.705 -0.774
22 H -0.854 7.433 0.645
23 H -1.930 4.104 -1.481
24 H -0.459 4.964 -1.745
25 C 2.641 0.369 3.705
26 O 1.659 0.829 4.198
27 N 3.706 1.085 3.296
28 N 2.685 -0.971 3.485
29 H 3.555 2.048 3.348
30 H 4.301 0.653 2.622
31 H 1.785 -1.386 3.562
32 H 3.517 -1.525 3.470
33 C -4.010 -2.471 2.400
34 O -3.058 -2.788 1.671
35 N -4.862 -3.418 2.841
36 N -4.278 -1.185 2.658
37 H -4.550 -4.348 2.619
38 H -5.173 -3.377 3.808
39 H -5.027 -0.906 3.263
40 H -3.548 -0.472 2.517
41 C -0.815 2.847 -4.486
42 O -1.771 2.795 -3.718
43 N 0.310 2.122 -4.294
44 N -0.777 3.549 -5.615
45 H 0.159 1.300 -3.743
46 H 0.882 1.786 -5.013
47 H 0.177 3.739 -5.880
48 H -1.261 4.425 -5.499
49 C 4.141 -4.285 -1.006
50 O 5.092 -4.568 -1.719
51 N 3.480 -3.075 -1.111
52 N 3.576 -5.304 -0.316
53 H 3.927 -2.326 -1.587
54 H 3.024 -2.804 -0.261
55 H 4.118 -6.160 -0.221
56 H 2.816 -5.238 0.313
57 C 2.533 -5.332 -4.525
58 O 1.833 -4.844 -5.445
59 N 3.810 -5.681 -4.799
60 N 2.008 -5.452 -3.265
61 H 3.999 -5.170 -5.653
62 H 4.560 -5.585 -4.159
63 H 1.334 -4.669 -3.261
64 H 2.719 -5.538 -2.558
65 C -3.335 2.606 2.034
66 O -3.285 1.428 2.452
67 N -3.788 2.977 0.842
68 N -3.042 3.652 2.843
69 H -4.014 2.194 0.274
70 H -3.391 3.858 0.521
71 H -3.142 3.379 3.799
72 H -3.629 4.503 2.675
73 C -2.585 -4.713 4.434
74 O -1.996 -5.423 3.661
75 N -3.708 -5.176 5.074
76 N -2.074 -3.609 4.876
77 H -3.424 -6.102 5.349
78 H -3.744 -4.671 5.941
79 H -1.173 -3.362 4.472
80 H -2.429 -3.106 5.655
81 C 0.446 1.007 0.446
82 O 1.255 1.818 0.880
83 N 0.785 0.410 -0.734
84 N -0.712 0.509 1.013
85 H 1.757 0.628 -0.908
86 H 0.384 -0.464 -1.015
87 H -1.151 1.038 1.770
88 H -1.454 0.468 0.363
89 C -1.993 -3.481 -2.573
90 O -1.677 -2.508 -1.853
91 N -1.672 -3.312 -3.872
92 N -2.694 -4.465 -1.998
93 H -1.031 -2.478 -3.870
94 H -1.536 -4.141 -4.472
95 H -2.644 -5.403 -2.372
96 H -2.399 -4.511 -0.993
97 C 2.156 -0.862 -4.786
98 O 2.456 0.102 -4.005
99 N 1.670 -0.754 -6.028
100 N 2.379 -2.134 -4.480
101 H 1.812 0.205 -6.436
102 H 1.925 -1.486 -6.749
103 H 2.481 -2.358 -3.473
104 H 2.171 -2.944 -5.021
105 C 6.791 -1.230 0.814
106 O 5.963 -0.665 0.087
107 N 7.103 -2.523 0.536
108 N 7.274 -0.605 1.854
109 H 6.945 -2.719 -0.447
110 H 7.829 -3.000 1.051
111 H 7.944 -1.146 2.393
112 H 6.804 0.227 2.150
113 C -4.313 -0.310 -1.282
114 O -5.123 0.445 -0.825
115 N -3.135 0.147 -1.603
116 N -4.485 -1.642 -1.368
117 H -2.490 -0.503 -2.020
118 H -2.849 1.071 -1.316
119 H -5.341 -1.967 -0.967
120 H -3.740 -2.296 -1.235
121 C 5.883 -2.075 -2.914
122 O 6.734 -2.263 -2.059
123 N 5.808 -2.803 -4.046
124 N 4.993 -1.109 -2.623
125 H 6.645 -3.276 -4.293
126 H 5.022 -2.697 -4.716
127 H 4.362 -0.599 -3.261
128 H 5.132 -0.586 -1.766
129 C 5.129 2.568 -1.322
130 O 4.604 3.604 -1.525
131 N 6.296 2.288 -1.878
132 N 4.546 1.616 -0.608
133 H 6.712 3.106 -2.260
134 H 6.944 1.599 -1.499
135 H 4.890 0.694 -0.392
136 H 3.726 2.109 -0.166
137 C -0.103 -4.373 0.951
138 O 0.966 -4.521 0.412
139 N -0.400 -3.261 1.750
140 N -1.166 -5.299 0.824
141 H 0.225 -2.548 1.406
142 H -1.384 -2.944 1.830
143 H -1.897 -5.232 1.472
144 H -0.773 -6.183 0.510
145 C 3.253 2.932 -5.903
146 O 2.506 2.185 -6.551
147 N 3.473 4.176 -6.300
148 N 3.583 2.530 -4.611
149 H 4.325 4.652 -6.020
150 H 3.223 4.180 -7.281
151 H 3.318 1.576 -4.375
152 H 3.851 3.235 -3.925
153 C -6.556 2.304 3.542
154 O -5.716 2.743 4.252
155 N -6.807 2.894 2.284
156 N -7.226 1.078 3.970
157 H -6.022 3.444 1.992
158 H -7.248 2.523 1.426
159 H -8.137 0.859 3.556
160 H -7.230 1.024 4.978
161 C 1.713 5.099 1.291
162 O 2.134 6.228 1.493
163 N 1.944 4.456 0.057
164 N 0.955 4.394 2.122
165 H 2.821 4.897 -0.247
166 H 1.954 3.445 0.024
167 H 0.930 3.392 2.116
168 H 0.629 4.867 2.949
169 C -5.438 4.087 -2.067
170 O -5.338 5.287 -2.382
171 N -6.394 3.465 -1.264
172 N -4.381 3.169 -2.289
173 H -6.478 2.448 -1.232
174 H -7.249 3.957 -1.162
175 H -3.682 3.342 -2.992
176 H -4.601 2.176 -2.284

Relative energies in hartree: i 0.0000; ii 0.1495

i | The following is a DFT calculation (ωB97M-V with the def2-TZVPD basis set) of C4H7NO in the gas phase.

Computed properties:
E_HOMO   -7.45 eV
Structure (SMILES)   OC1=CCCN1

Geometry (Å):
1 O 2.398 0.315 -0.410
2 C 1.065 0.230 -0.297
3 C 0.521 -1.007 -0.174
4 C -0.875 -0.826 0.323
5 C -1.115 0.696 0.146
6 N 0.204 1.270 -0.201
7 H 0.765 -1.753 -0.920
8 H 2.444 -0.626 -0.125
9 H -1.587 -1.419 -0.249
10 H -0.980 -1.115 1.377
11 H -1.830 0.898 -0.656
12 H -1.483 1.152 1.066
13 H 0.475 2.185 0.122

ii | The following is a DFT calculation (ωB97M-V with the def2-TZVPD basis set) of C4H7NO in the gas phase.

Computed properties:
E_HOMO   -7.63 eV

Geometry (Å):
1 O -1.512 -1.093 0.919
2 C -1.169 -0.108 -0.031
3 C -0.498 1.200 0.404
4 N 0.775 0.828 -0.443
5 C 1.360 -0.462 -0.116
6 C 0.078 -0.377 -0.890
7 H -0.852 -1.055 1.623
8 H -2.072 0.018 -0.636
9 H -0.234 1.311 1.463
10 H 0.427 1.859 -0.620
11 H 1.360 -0.716 0.943
12 H 2.250 -0.735 -0.676
13 H 0.087 -0.668 -1.939

Relative energies in hartree: i 0.0000; ii 0.1621

i | The following is a DFT calculation (ωB97M-V with the def2-TZVPD basis set) of C4H7NO in the gas phase.

Computed properties:
E_HOMO   -9.50 eV
Structure (SMILES)   C[C@H]1CN=CO1

Geometry (Å):
1 C -1.714 0.764 0.249
2 C -0.647 -1.169 -0.148
3 C 0.399 0.334 -0.609
4 C 1.536 0.276 0.327
5 N -1.852 -0.511 0.304
6 O -0.585 1.328 -0.303
7 H -2.514 1.417 0.299
8 H -0.868 -1.970 -0.811
9 H -0.006 -1.342 0.742
10 H 0.828 0.323 -1.668
11 H 1.938 -0.719 0.163
12 H 1.150 0.316 1.342
13 H 2.335 0.952 0.114

ii | The following is a DFT calculation (ωB97M-V with the def2-TZVPD basis set) of C4H7NO in the gas phase.

Computed properties:
E_HOMO   -7.27 eV
Structure (SMILES)   CC1=C([O-])C[NH2+]1

Geometry (Å):
1 C -1.853 -0.104 -0.182
2 C -0.434 0.199 0.120
3 N 0.599 -0.873 0.244
4 C 1.659 0.190 0.040
5 C 0.495 1.241 0.065
6 O 0.536 2.462 0.021
7 H -2.288 -0.870 0.476
8 H -1.997 -0.444 -1.221
9 H -2.438 0.809 -0.048
10 H 0.627 -1.321 1.166
11 H 0.599 -1.623 -0.453
12 H 2.089 0.068 -0.957
13 H 2.447 0.167 0.797

iii | The following is a DFT calculation (ωB97M-V with the def2-TZVPD basis set) of C4H7NO in the gas phase.

Computed properties:
E_HOMO   -7.60 eV
Structure (SMILES)   [O-]C1=CCC[NH2+]1

Geometry (Å):
1 O -1.839 -1.390 -1.251
2 C -0.925 -0.664 -0.988
3 C 0.169 0.066 -1.325
4 C 1.128 0.363 -0.187
5 C 0.350 0.008 1.106
6 N -1.037 0.059 0.658
7 H 0.424 0.199 -2.366
8 H -1.192 0.944 0.172
9 H 2.013 -0.280 -0.266
10 H 1.498 1.398 -0.138
11 H 0.573 -1.009 1.449
12 H 0.530 0.700 1.934
13 H -1.790 -0.240 1.270

iv | The following is a DFT calculation (ωB97M-V with the def2-TZVPD basis set) of C4H7NO in the gas phase.

Computed properties:
E_HOMO   -9.39 eV
Structure (SMILES)   C[C@@H]1C(=O)N1C

Geometry (Å):
1 C -1.098 -0.438 0.339
2 C 0.367 -0.716 0.436
3 C 1.124 -1.540 -0.600
4 C -0.533 1.880 0.143
5 N -0.481 0.560 -0.347
6 O -2.173 -0.825 0.584
7 H 0.877 -0.481 1.364
8 H 0.302 -1.646 -1.363
9 H 1.458 -2.490 -0.156
10 H 1.942 -0.907 -0.966
11 H -0.864 1.760 1.201
12 H 0.442 2.400 -0.243
13 H -1.363 2.442 -0.392

Relative energies in hartree: i 0.0077; ii 0.0244; iii 0.0000; iv 0.0290

i | The following is a DFT calculation (ωB97M-V with the def2-TZVPD basis set) of C4H7NO in the gas phase.

Computed properties:
E_HOMO (spin up / spin down)   -7.74 / -7.62 eV

Geometry (Å):
1 C 1.594 -0.508 0.419
2 C 0.206 -0.405 -0.181
3 C -0.984 -0.332 0.732
4 O -1.966 0.209 -0.079
5 C -1.378 0.937 -0.982
6 N -0.017 0.966 -0.746
7 H 2.350 -0.390 -0.365
8 H 1.743 -1.482 0.898
9 H 1.750 0.274 1.171
10 H 0.087 -1.165 -0.983
11 H -0.063 1.346 0.288
12 H -1.367 -1.135 1.346
13 H -1.954 1.683 -1.517

ii | The following is a DFT calculation (ωB97M-V with the def2-TZVPD basis set) of C4H7NO in the gas phase.

Computed properties:
E_HOMO   -9.66 eV
Structure (SMILES)   C[C@H]1CN1C=O

Geometry (Å):
1 C -1.624 -0.278 0.555
2 C -0.313 -0.658 -0.084
3 C 0.210 0.063 -1.311
4 N 0.730 0.304 -0.016
5 C 1.869 0.677 0.611
6 O 2.755 1.338 0.114
7 H -1.612 -0.532 1.621
8 H -2.464 -0.793 0.081
9 H -1.767 0.805 0.467
10 H -0.024 -1.708 -0.002
11 H 0.824 -0.490 -2.021
12 H -0.383 0.866 -1.744
13 H 1.855 0.373 1.675

iii | The following is a DFT calculation (ωB97M-V with the def2-TZVPD basis set) of C4H7NO in the gas phase.

Computed properties:
E_HOMO (spin up / spin down)   -8.63 / -8.83 eV

Geometry (Å):
1 C -2.023 0.097 0.186
2 C -0.561 -0.208 0.240
3 N 1.531 -0.931 -0.780
4 C 1.923 0.103 0.010
5 C 0.362 0.688 -0.311
6 O 0.238 1.653 -1.027
7 H -2.609 -0.826 0.232
8 H -2.269 0.641 -0.731
9 H -2.348 0.718 1.033
10 H -0.220 -0.925 0.977
11 H 1.330 -1.763 -0.225
12 H 2.556 0.846 -0.474
13 H 2.126 -0.039 1.073

iv | The following is a DFT calculation (ωB97M-V with the def2-TZVPD basis set) of a molecular structure, C4H7NO.

Computed properties:
E_HOMO   -9.35 eV

Geometry (Å):
1 O -0.201 1.063 1.669
2 C -0.041 0.357 0.494
3 C 1.196 0.099 -0.353
4 N 0.188 -0.855 -0.960
5 C -0.295 -1.155 0.408
6 C -0.861 0.485 -0.786
7 H -0.124 2.006 1.485
8 H 1.535 0.916 -1.005
9 H 2.031 -0.426 0.115
10 H -1.336 -1.493 0.384
11 H 0.359 -1.852 0.930
12 H -0.466 0.451 -1.784
13 H -1.933 0.306 -0.639

Relative energies in hartree: i 0.0935; ii 0.0000; iii 0.0887; iv 0.1305